# C72H48O24

A cluster of 12 separate species, C72H48O24 in total in a non-equilibrium geometry (ωB97M-V/def2-TZVPD, the OMol25 dataset).

Calculated values
- Orbital gap: 7.988 eV
- Structure (SMILES): O=C1C=CC(=O)C=C1.O=C1C=CC(=O)C=C1.O=C1C=CC(=O)C=C1.O=C1C=CC(=O)C=C1.O=C1C=CC(=O)C=C1.O=C1C=CC(=O)C=C1.O=C1C=CC(=O)C=C1.O=C1C=CC(=O)C=C1.O=C1C=CC(=O)C=C1.O=C1C=CC(=O)C=C1.O=C1C=CC(=O)C=C1.O=C1C=CC(=O)C=C1
- Electronic energy: -124566.2852 eV
- Molecular weight: 1297.2 g/mol
- ΔE to the lowest compared entry with this formula, charge and spin: 0.616 eV

Last columns: bonded neighbours and bond lengths (Å).
Atoms and positions in Å:
1 C 0.36697 2.35415 -4.48827  C2 1.349, C7 1.501, H9 1.118
2 C 1.44343 1.54884 -4.37244  C1 1.349, C3 1.482, H10 1.087
3 C 1.62705 0.35829 -5.23626  C2 1.482, O4 1.216, C5 1.530
4 O 2.63746 -0.31900 -5.24707  C3 1.216
5 C 0.41853 -0.10232 -6.05359  C3 1.530, C6 1.338, H11 1.073
6 C -0.69824 0.63407 -6.07422  C5 1.338, C7 1.523, H12 1.091
7 C -0.76255 2.00388 -5.41208  C1 1.501, C6 1.523, O8 1.180
8 O -1.62901 2.77711 -5.61920  C7 1.180
9 H 0.34683 3.31090 -3.90936  C1 1.118
10 H 2.35514 1.91692 -3.90870  C2 1.087
11 H 0.65099 -1.00007 -6.59420  C5 1.073
12 H -1.54928 0.29340 -6.66579  C6 1.091
13 C -4.33278 1.26124 5.38758  C14 1.376, C19 1.543, H21 1.045
14 C -4.78755 0.07888 5.92494  C13 1.376, C15 1.413, H22 1.125
15 C -3.94717 -0.95897 6.38704  C14 1.413, O16 1.206, C17 1.507
16 O -4.35225 -2.04322 6.72754  C15 1.206
17 C -2.46705 -0.67526 6.37510  C15 1.507, C18 1.336, H23 1.119
18 C -1.98579 0.39041 5.72867  C17 1.336, C19 1.476, H24 1.108
19 C -2.82404 1.44253 5.12110  C13 1.543, C18 1.476, O20 1.221
20 O -2.41096 2.24824 4.30215  C19 1.221
21 H -5.01826 1.96429 5.03013  C13 1.045
22 H -5.88574 -0.15438 5.99424  C14 1.125
23 H -1.76234 -1.40021 6.85362  C17 1.119
24 H -0.90886 0.58762 5.55886  C18 1.108
25 C -4.68548 -3.98060 1.20884  C26 1.338, C31 1.521, H33 1.114
26 C -4.16635 -2.95004 1.88629  C25 1.338, C27 1.458, H34 1.116
27 C -2.98684 -3.06216 2.73640  C26 1.458, O28 1.237, C29 1.502
28 O -2.58985 -2.06647 3.35465  C27 1.237
29 C -2.16013 -4.31462 2.68697  C27 1.502, C30 1.324, H35 1.122
30 C -2.65003 -5.34835 2.02130  C29 1.324, C31 1.475, H36 1.068
31 C -3.96160 -5.31064 1.34818  C25 1.521, C30 1.475, O32 1.207
32 O -4.38228 -6.19141 0.63816  C31 1.207
33 H -5.63744 -3.92271 0.63256  C25 1.114
34 H -4.58985 -1.91780 1.90110  C26 1.116
35 H -1.17993 -4.19042 3.21777  C29 1.122
36 H -2.11161 -6.26155 1.89548  C30 1.068
37 C 4.48502 4.00095 0.92892  C38 1.335, C43 1.538, H45 1.067
38 C 5.37946 3.20573 1.52088  C37 1.335, C39 1.489, H46 1.145
39 C 5.69087 1.86333 0.95756  C38 1.489, O40 1.217, C41 1.513
40 O 6.58334 1.17420 1.41571  C39 1.217
41 C 5.15811 1.43452 -0.39245  C39 1.513, C42 1.320, H47 1.093
42 C 4.32976 2.27460 -0.98440  C41 1.320, C43 1.492, H48 1.131
43 C 3.83263 3.54895 -0.38853  C37 1.538, C42 1.492, O44 1.166
44 O 3.08836 4.17349 -1.03274  C43 1.166
45 H 4.03363 4.82211 1.43834  C37 1.067
46 H 5.85595 3.52911 2.51093  C38 1.145
47 H 5.59649 0.52848 -0.81886  C41 1.093
48 H 3.91476 2.12897 -2.02685  C42 1.131
49 C 0.18205 -6.16805 -2.38465  C50 1.310, C55 1.501, H57 1.039
50 C 1.45373 -6.29651 -2.67294  C49 1.310, C51 1.512, H58 1.088
51 C 2.49238 -5.81796 -1.68371  C50 1.512, O52 1.218, C53 1.499
52 O 3.67446 -5.84840 -1.97686  C51 1.218
53 C 1.98901 -5.09125 -0.47276  C51 1.499, C54 1.338, H59 1.114
54 C 0.68683 -5.09329 -0.16355  C53 1.338, C55 1.478, H60 1.099
55 C -0.32569 -5.70032 -1.05210  C49 1.501, C54 1.478, O56 1.232
56 O -1.47121 -5.93748 -0.66682  C55 1.232
57 H -0.49878 -6.49531 -3.09769  C49 1.039
58 H 1.81920 -6.73085 -3.60148  C50 1.088
59 H 2.78793 -4.57338 0.10560  C53 1.114
60 H 0.19198 -4.55931 0.66020  C54 1.099
61 C 0.18960 6.09478 -1.84106  C62 1.326, C67 1.482, H69 1.053
62 C 0.66087 7.18294 -2.43442  C61 1.326, C63 1.513, H70 1.058
63 C 1.44933 8.17216 -1.60394  C62 1.513, O64 1.240, C65 1.499
64 O 1.56645 9.36568 -1.91794  C63 1.240
65 C 2.15204 7.63220 -0.39515  C63 1.499, C66 1.358, H71 1.078
66 C 1.74980 6.46931 0.18023  C65 1.358, C67 1.537, H72 1.039
67 C 0.60996 5.67925 -0.48239  C61 1.482, C66 1.537, O68 1.217
68 O 0.01838 4.80204 0.11995  C67 1.217
69 H -0.58233 5.52625 -2.27746  C61 1.053
70 H 0.33628 7.48603 -3.39472  C62 1.058
71 H 2.88275 8.22753 0.12820  C65 1.078
72 H 2.17035 6.12842 1.06692  C66 1.039
73 C -3.17538 -1.98196 -4.48913  C74 1.344, C79 1.506, H81 1.045
74 C -2.30812 -2.87114 -5.00326  C73 1.344, C75 1.517, H82 1.062
75 C -2.13812 -4.27618 -4.45792  C74 1.517, O76 1.187, C77 1.533
76 O -1.23174 -4.95110 -4.82037  C75 1.187
77 C -3.11503 -4.66470 -3.34232  C75 1.533, C78 1.337, H83 1.074
78 C -3.98545 -3.75808 -2.88515  C77 1.337, C79 1.469, H84 1.110
79 C -4.01551 -2.34696 -3.29360  C73 1.506, C78 1.469, O80 1.224
80 O -4.72894 -1.53857 -2.71423  C79 1.224
81 H -3.09750 -1.00865 -4.86222  C73 1.045
82 H -1.56972 -2.68746 -5.74379  C74 1.062
83 H -2.99096 -5.65310 -2.94134  C77 1.074
84 H -4.58420 -4.00280 -1.98262  C78 1.110
85 C -4.08162 2.06670 -1.46410  C86 1.350, C91 1.448, H93 1.038
86 C -4.83548 1.39513 -0.56718  C85 1.350, C87 1.452, H94 1.060
87 C -4.53805 1.47135 0.85206  C86 1.452, O88 1.222, C89 1.558
88 O -5.13749 0.86251 1.72598  C87 1.222
89 C -3.46124 2.52665 1.24479  C87 1.558, C90 1.336, H95 1.121
90 C -2.67556 3.10621 0.33261  C89 1.336, C91 1.492, H96 1.055
91 C -2.86646 2.76837 -1.10778  C85 1.448, C90 1.492, O92 1.213
92 O -1.98919 2.96111 -1.92303  C91 1.213
93 H -4.23369 1.92483 -2.48059  C85 1.038
94 H -5.75155 1.03326 -0.95935  C86 1.060
95 H -3.34692 2.58270 2.35872  C89 1.121
96 H -1.93353 3.73290 0.74541  C90 1.055
97 C 0.94847 2.86480 4.76730  C98 1.353, C103 1.521, H105 1.014
98 C 1.33884 3.89854 3.98723  C97 1.353, C99 1.519, H106 1.104
99 C 2.72574 4.50626 4.11297  C98 1.519, O100 1.231, C101 1.472
100 O 3.06587 5.42449 3.36756  C99 1.231
101 C 3.55919 4.02605 5.22703  C99 1.472, C102 1.335, H107 1.056
102 C 3.16056 3.03389 6.02651  C101 1.335, C103 1.487, H108 1.115
103 C 1.89011 2.29055 5.81499  C97 1.521, C102 1.487, O104 1.227
104 O 1.56331 1.39670 6.58979  C103 1.227
105 H 0.01379 2.49213 4.64472  C97 1.014
106 H 0.72448 4.34121 3.18452  C98 1.104
107 H 4.43338 4.55765 5.48978  C101 1.056
108 H 3.69365 2.76311 6.96708  C102 1.115
109 C 1.47818 -2.60879 -3.60846  C110 1.322, C115 1.519, H117 1.085
110 C 1.70404 -3.23660 -4.74945  C109 1.322, C111 1.527, H118 1.101
111 C 3.11644 -3.55900 -5.23177  C110 1.527, O112 1.203, C113 1.484
112 O 3.41413 -3.97598 -6.32005  C111 1.203
113 C 4.14351 -3.34978 -4.18154  C111 1.484, C114 1.324, H119 1.094
114 C 3.94255 -2.70217 -3.04410  C113 1.324, C115 1.471, H120 1.101
115 C 2.61251 -2.17955 -2.69392  C109 1.519, C114 1.471, O116 1.202
116 O 2.47315 -1.54014 -1.68560  C115 1.202
117 H 0.46730 -2.48780 -3.23316  C109 1.085
118 H 0.89823 -3.66696 -5.36407  C110 1.101
119 H 5.10601 -3.75779 -4.50370  C113 1.094
120 H 4.74666 -2.43823 -2.33944  C114 1.101
121 C 2.41297 -0.29828 1.42333  C122 1.344, C127 1.515, H129 1.039
122 C 1.51216 -1.29088 1.32408  C121 1.344, C123 1.513, H130 1.083
123 C 1.07488 -2.09444 2.52968  C122 1.513, O124 1.193, C125 1.499
124 O 0.51657 -3.12573 2.30815  C123 1.193
125 C 1.45474 -1.60246 3.89378  C123 1.499, C126 1.327, H131 1.041
126 C 2.21771 -0.52265 4.00539  C125 1.327, C127 1.507, H132 1.125
127 C 2.77127 0.20361 2.80712  C121 1.515, C126 1.507, O128 1.236
128 O 3.46340 1.21014 2.99284  C127 1.236
129 H 2.73814 0.25928 0.60898  C121 1.039
130 H 1.13409 -1.63084 0.36749  C122 1.083
131 H 1.24429 -2.09423 4.78740  C125 1.041
132 H 2.61424 -0.16641 4.99639  C126 1.125
133 C 0.07880 1.47414 0.00522  C134 1.360, C139 1.504, H141 1.129
134 C -0.20446 0.82861 -1.15812  C133 1.360, C135 1.460, H142 1.071
135 C -1.11012 -0.31166 -1.26494  C134 1.460, O136 1.234, C137 1.464
136 O -1.20479 -0.97457 -2.30152  C135 1.234
137 C -1.86672 -0.66325 -0.06185  C135 1.464, C138 1.371, H143 1.082
138 C -1.52812 -0.12410 1.15180  C137 1.371, C139 1.452, H144 1.111
139 C -0.58499 0.97472 1.25869  C133 1.504, C138 1.452, O140 1.247
140 O -0.17677 1.43944 2.34182  C139 1.247
141 H 0.74665 2.38012 0.09387  C133 1.129
142 H 0.28383 1.07606 -2.07815  C134 1.071
143 H -2.50242 -1.53089 -0.18236  C137 1.082
144 H -2.07089 -0.33882 2.09763  C138 1.111

Here are the Mulliken charges for atoms 1 to 4, given in e: -0.02 -0.13 0.32 -0.60